No. 1
The following is a quantum chemistry calculation of a structure of composition C18H32F3IIrNO3Si2Te, from the Open Molecules 2025 dataset.

Cartesian coordinates (Å):
Ir -0.222 -0.530 -1.207
I -4.483 -3.738 -4.176
Te 0.365 0.425 1.208
Si 1.232 -0.818 4.211
Si -2.224 2.639 1.116
F 1.929 2.546 -4.056
F 3.566 1.607 -2.981
F 2.922 3.612 -2.452
O 1.224 -2.156 -1.106
O 1.408 2.189 -0.720
O 0.919 0.749 -2.367
N -1.362 -1.124 -3.002
C -0.413 2.274 1.716
C 2.182 -2.613 -1.757
C 1.537 1.790 -1.850
C -3.352 1.439 1.982
C -2.245 2.344 -0.738
C 2.569 -1.843 3.417
C -0.181 -0.719 2.851
C -1.117 -0.420 -4.135
C 1.786 0.936 4.510
C -1.808 -0.620 -5.323
C -2.312 -2.053 -3.029
C -2.502 4.412 1.557
C 2.892 -3.805 -1.237
C 2.517 2.433 -2.862
C 2.615 -2.001 -3.041
C -2.800 -1.575 -5.371
C 0.445 -1.607 5.685
C -3.056 -2.309 -4.200
H 2.157 1.464 3.626
H 2.874 -4.589 -2.000
H 3.455 -1.867 4.054
H -1.076 -0.248 3.266
H -0.333 0.323 -4.063
H 2.510 -0.917 -3.022
H -4.391 1.673 1.742
H 1.968 -2.407 -3.827
H -1.595 3.040 -1.271
H -2.375 4.579 2.629
H -3.363 -1.754 -6.279
H -3.255 2.446 -1.138
H 3.947 -3.555 -1.099
H 3.636 -2.281 -3.290
H 0.263 3.015 1.288
H -0.361 2.304 2.807
H -0.356 -0.990 6.097
H -1.815 5.074 1.027
H 1.189 -1.736 6.476
H 2.612 0.936 5.225
H 2.891 -1.455 2.446
H 0.986 1.533 4.956
H -3.179 0.398 1.694
H -2.494 -2.613 -2.120
H -1.561 -0.024 -6.191
H -1.913 1.318 -0.975
H -0.404 -1.723 2.486
H 2.237 -2.875 3.281
H -3.256 1.510 3.068
H -3.520 4.718 1.302
H 0.035 -2.595 5.470
H 2.457 -4.164 -0.310

The molecular weight comes out at 870.35 g mol⁻¹. The value obtained for the max |F| is 0.0070 Eh/bohr. As for the spin multiplicity: 6. As for the expectation value of S²: 8.78. Its charge is +3. Its HOMO energy (spin up / spin down) is -17.3 / -17.8 eV.

Just the Mulliken charges please, in e? Sure, here they are: number 1, Ir, carries 2.76; number 2, I, carries 0.71; number 3, Te, carries 0.21; number 4, Si, carries 0.13; number 5, Si, carries -0.06; number 6, F, carries -0.23; number 7, F, carries -0.22; number 8, F, carries -0.21; number 9, O, carries -0.90; number 10, O, carries -0.60; number 11, O, carries -1.22; number 12, N, carries -0.34; number 13, C, carries -0.75; number 14, C, carries 1.03; number 15, C, carries 0.16; number 16, C, carries -1.02; number 17, C, carries -0.30; number 18, C, carries -0.97; number 19, C, carries -0.78; number 20, C, carries -0.09; number 21, C, carries -1.00; number 22, C, carries -1.01; number 23, C, carries -0.15; number 24, C, carries -1.02; number 25, C, carries -1.34; number 26, C, carries 0.74; number 27, C, carries -0.83; number 28, C, carries -0.13; number 29, C, carries -1.01; number 30, C, carries -0.17; number 31, H, carries 0.36; number 32, H, carries 0.40; number 33, H, carries 0.38; number 34, H, carries 0.38; number 35, H, carries 0.53; number 36, H, carries 0.01; number 37, H, carries 0.39; number 38, H, carries 0.30; number 39, H, carries 0.31; number 40, H, carries 0.37; number 41, H, carries 0.47; number 42, H, carries 0.50; number 43, H, carries 0.40; number 44, H, carries 0.42; number 45, H, carries 0.56; number 46, H, carries 0.50; number 47, H, carries 0.34; number 48, H, carries 0.37; number 49, H, carries 0.36; number 50, H, carries 0.40; number 51, H, carries 0.32; number 52, H, carries 0.36; number 53, H, carries 0.35; number 54, H, carries 0.49; number 55, H, carries 0.53; number 56, H, carries -0.43; number 57, H, carries 0.52; number 58, H, carries 0.31; number 59, H, carries 0.36; number 60, H, carries 0.36; number 61, H, carries 0.36; number 62, H, carries 0.31

***

No. 2
The following is a quantum chemistry calculation of the ion C9H13N4 with charge +1, from the Open Molecules 2025 dataset.

Cartesian coordinates (Å):
N 0.345 1.591 0.257
N 0.514 -1.453 1.641
N -0.169 -2.865 -1.471
N 0.974 1.049 1.324
C -0.730 -1.165 0.770
C -0.318 -0.659 -0.636
C 0.267 2.957 0.437
C -0.507 1.567 -1.871
C 0.827 3.237 1.651
C -0.961 -3.716 -1.997
C -0.198 0.814 -0.785
C 1.339 2.044 2.061
C -0.073 -1.494 -1.706
H 0.966 4.102 2.195
H 1.146 -0.407 1.464
H 0.239 -1.063 -2.552
H 1.062 -2.206 1.254
H -0.998 -4.629 -1.642
H -1.750 -3.367 -2.680
H -0.942 1.220 -2.845
H 1.956 1.928 2.984
H -0.217 3.778 -0.153
H -0.281 2.602 -1.984
H 0.113 -1.619 2.549
H -1.276 -0.194 1.135
H -1.326 -2.049 0.601

The molecular weight comes out at 177.23 g mol⁻¹. Its SMILES is C=N/C=C(\C[NH3+])C(=C)n1cccn1. The value obtained for the max |F| is 0.1269 Eh/bohr. As for the spin multiplicity: 1. Its charge is +1. Its HOMO energy is -11.9 eV.

Just the Mulliken charges please, in e? Sure, here they are: number 1, N, carries 0.47; number 2, N, carries -0.29; number 3, N, carries -0.37; number 4, N, carries -0.79; number 5, C, carries -1.19; number 6, C, carries 0.57; number 7, C, carries 0.05; number 8, C, carries -1.37; number 9, C, carries -1.05; number 10, C, carries -0.29; number 11, C, carries 0.96; number 12, C, carries -0.11; number 13, C, carries -0.67; number 14, H, carries 0.45; number 15, H, carries 0.56; number 16, H, carries 0.67; number 17, H, carries 0.33; number 18, H, carries 0.36; number 19, H, carries 0.24; number 20, H, carries 0.31; number 21, H, carries 0.38; number 22, H, carries 0.30; number 23, H, carries 0.21; number 24, H, carries 0.31; number 25, H, carries 0.39; number 26, H, carries 0.58

***

No. 3
The following is a quantum chemistry calculation of the ion C2H2NO2 with charge +1, from the Open Molecules 2025 dataset.

Cartesian coordinates (Å):
O 0.530 -0.006 -1.652
O 0.413 1.168 -1.075
N -0.213 -0.186 0.532
C 0.041 -0.983 -0.391
C 0.011 1.076 0.135
H 0.044 -2.039 -0.593
H -0.093 1.972 0.748

The molecular weight comes out at 72.04 g mol⁻¹. Its SMILES is C1=[N+]=COO1. The value obtained for the max |F| is 0.0900 Eh/bohr. As for the spin multiplicity: 1. Its charge is +1. Its HOMO energy is -18.7 eV.

Just the Mulliken charges please, in e? Sure, here they are: number 1, O, carries -0.08; number 2, O, carries 0.06; number 3, N, carries -0.21; number 4, C, carries 0.31; number 5, C, carries 0.13; number 6, H, carries 0.39; number 7, H, carries 0.40

***

No. 4
The following is a quantum chemistry calculation of a cluster of 2 separate species, C2H5O in total, from the Open Molecules 2025 dataset.

Cartesian coordinates (Å):
O 0.036 1.529 1.348
C -0.067 -0.218 -0.607
C -0.061 -1.473 -1.003
H 0.069 0.627 -1.184
H 0.149 -0.089 0.495
H 0.629 1.449 2.038
H -0.395 -1.711 -1.997
H 0.031 -2.357 -0.472

The molecular weight comes out at 45.06 g mol⁻¹. The value obtained for the max |F| is 0.0939 Eh/bohr. As for the spin multiplicity: 1. Its charge is -1. Its HOMO energy is -2.1 eV.

Just the Mulliken charges please, in e? Sure, here they are: number 1, O, carries -1.12; number 2, C, carries -0.46; number 3, C, carries -0.55; number 4, H, carries 0.31; number 5, H, carries 0.22; number 6, H, carries 0.13; number 7, H, carries 0.21; number 8, H, carries 0.25